The following is a quantum chemistry calculation of a molecular structure, C24H38CaF6N8O3PS in a non-equilibrium geometry, from the Open Molecules 2025 dataset.

Last column: Mulliken charge in e.
CARTESIAN COORDINATES (ANGSTROEM)
Ca 0.43177 -0.86164 -0.07306  1.971
C 3.10102 1.23338 0.17874  -0.454
C 3.88295 0.28000 -0.72977  -0.981
N 3.04508 -0.81813 -1.23879  0.150
C 3.78668 -2.02736 -1.64585  -0.672
C 4.30344 -2.70343 -0.38566  -0.871
S 2.99646 -2.49497 0.84960  0.393
C 3.67773 -1.28673 2.00638  -0.791
C 2.75892 -0.08071 2.27960  -0.744
N 2.18285 0.51379 1.07133  0.168
H 3.80833 1.86712 0.72143  0.555
H 2.47724 1.87254 -0.44394  -0.212
H 4.29325 0.85266 -1.56578  0.566
H 4.73344 -0.15666 -0.21243  0.326
H 2.42669 -0.47901 -1.97682  0.284
H 3.08670 -2.68162 -2.16146  0.318
H 4.60915 -1.80850 -2.33207  0.411
H 4.45417 -3.77320 -0.53455  0.599
H 5.22585 -2.28568 0.01232  0.465
H 3.82066 -1.82935 2.94553  0.673
H 4.65747 -1.00054 1.63526  0.390
H 1.93443 -0.38925 2.91997  0.059
H 3.37866 0.62244 2.84687  0.541
H 1.47230 1.17649 1.37191  0.036
O -1.62239 -0.42591 -0.77431  -0.365
N -1.81231 0.54025 -1.57462  -0.983
N -0.75697 1.19363 -1.87201  1.355
O 0.45979 0.86735 -1.39778  -0.876
C -0.87045 2.32158 -2.77704  0.119
C -1.98309 2.45892 -3.59159  -0.488
C -2.05424 3.55568 -4.43602  -0.608
C -1.02925 4.49431 -4.46782  -0.555
C 0.07642 4.33299 -3.64764  -0.718
C 0.16258 3.23789 -2.79542  -0.065
H -2.77084 1.71936 -3.57240  0.491
H -2.91396 3.66882 -5.08354  0.425
H -1.09037 5.34127 -5.13794  0.417
H 0.87973 5.05797 -3.66913  0.423
H 1.01882 3.09497 -2.15356  0.261
N -0.42543 -6.49989 0.04309  -0.324
C 0.18737 -6.36149 -1.16156  0.139
O 0.83076 -7.23118 -1.70358  -0.585
C 0.05393 -5.01055 -1.80873  -0.219
C -0.28470 -4.90684 -3.15192  -0.320
C -0.34914 -3.65360 -3.73330  -1.017
C -0.04567 -2.54309 -2.96536  -0.507
N 0.31884 -2.62819 -1.68015  0.371
C 0.35296 -3.85194 -1.12336  -0.326
H -0.39167 -7.39982 0.49372  0.227
H -1.03070 -5.79132 0.41944  0.211
H -0.49258 -5.80446 -3.72122  0.508
H -0.62463 -3.53211 -4.77162  0.458
H -0.09124 -1.54436 -3.38549  0.503
H 0.64799 -3.91187 -0.07887  0.767
C -3.05063 4.34577 2.21916  -0.686
C -1.78485 3.74895 1.55974  -0.576
N -1.76058 2.29418 1.72263  0.397
C -3.02999 1.71813 1.26713  -0.315
C -4.17427 2.13771 2.21512  -0.990
N -3.64728 3.26147 3.08010  -0.011
C -2.59377 2.73208 4.01830  -0.917
C -1.56406 1.98156 3.14419  -0.365
H -3.81146 4.63110 1.49569  0.360
H -2.84080 5.19851 2.86128  0.344
H -0.88330 4.16770 2.00460  0.403
H -1.78203 3.99440 0.49850  0.316
H -2.94610 0.63558 1.23651  0.085
H -3.22063 2.06392 0.25235  0.508
H -4.47849 1.33908 2.88924  0.364
H -5.05145 2.51129 1.69135  0.381
H -4.41449 3.65012 3.62355  0.321
H -3.08707 2.08301 4.73842  0.381
H -2.17803 3.58976 4.54322  0.282
H -1.67194 0.91238 3.28193  0.064
H -0.55585 2.26270 3.44707  0.504
F -0.39071 -0.57168 1.87574  -0.511
P -0.95710 -2.02156 2.61829  1.548
F -1.42940 -3.36496 3.26266  -0.295
F 0.57335 -2.58436 2.36877  -0.332
F -2.38156 -1.32729 2.72048  -0.364
F -0.49953 -1.38607 4.00319  -0.406
F -1.28282 -2.53352 1.10176  -0.389

## Properties
Molecular weight in g mol⁻¹: 703.73
Expectation value of S²: 0.76
2S+1: 2
F_max in Eh/bohr: 0.021
HOMO-LUMO gap (alpha / beta) in Ha: 0.3216 / 0.1426
Net charge: +2